# 1
{
  "formula": "C30H46N2O20",
  "method": "ωB97M-V/def2-TZVPD",
  "symbols": ["C", "H", "O", "H", "C", "H", "O", "O", "H", "C", "N", "C", "H", "H", "H", "H", "C", "C", "C", "H", "O", "O", "O", "H", "H", "C", "H", "H", "C", "H", "H", "H", "H", "H", "C", "H", "C", "H", "H", "O", "H", "H", "C", "O", "O", "H", "C", "O", "H", "H", "C", "H", "H", "H", "H", "H", "O", "C", "H", "H", "C", "C", "H", "O", "C", "H", "H", "O", "C", "O", "O", "C", "O", "C", "C", "H", "C", "H", "H", "N", "O", "H", "C", "H", "C", "C", "H", "C", "H", "C", "O", "O", "H", "C", "O", "C", "H", "H"],
  "xyz": [[1.856, -6.004, 1.338], [3.799, 4.593, 4.258], [-1.585, -6.254, 1.971], [1.131, 1.292, -2.483], [-0.887, 3.632, -0.289], [4.768, 2.197, 4.795], [-0.123, 4.160, 1.898], [-2.698, -3.821, 6.450], [-4.869, 1.073, 4.279], [4.042, 2.447, 4.022], [-5.165, 0.252, 1.252], [1.815, -0.328, 1.957], [1.768, 0.703, 1.605], [-2.863, 1.988, 3.634], [-1.143, -0.258, 7.235], [1.206, -0.147, 2.843], [2.293, -5.121, -3.791], [1.551, -4.870, 2.277], [0.432, 0.497, -2.222], [0.160, -1.575, 1.462], [-3.333, 0.472, -5.676], [-2.219, -0.464, -3.903], [2.590, -3.892, -3.530], [2.588, -2.431, -5.207], [0.783, -3.785, -6.276], [1.999, -3.024, -4.506], [-1.207, 2.730, -0.809], [-0.607, 2.331, -4.638], [-0.134, -1.731, 5.855], [-0.966, 4.670, -5.668], [0.031, -0.834, 5.258], [-4.321, 0.297, -7.668], [0.825, -2.236, 5.966], [1.748, -3.950, 1.726], [4.088, 2.858, 1.729], [5.457, 4.167, 3.733], [-1.619, 0.348, 2.951], [0.141, 2.231, 0.912], [-0.463, 0.979, -1.829], [0.554, -0.289, -0.115], [0.073, -0.083, -3.072], [-1.391, 5.224, -4.018], [-1.273, 3.111, -4.269], [-1.220, -2.454, 5.384], [1.449, -5.115, -4.888], [-3.727, -2.053, -7.516], [1.078, -0.383, -1.319], [0.586, -6.725, 1.468], [-2.328, 3.112, -4.546], [2.216, -4.922, 3.139], [-0.800, 4.518, -4.601], [-0.061, -3.657, -4.749], [1.421, 4.115, -5.038], [-1.275, -0.650, 3.220], [2.693, -6.665, 1.563], [-0.758, 1.013, 3.012], [-1.890, 4.143, 0.522], [0.777, 4.621, -4.319], [-4.477, -0.585, 3.910], [3.097, 2.168, 4.489], [-1.441, 4.428, 1.830], [-2.676, -0.472, -5.039], [-2.551, 0.988, 4.953], [-1.684, -2.064, 7.411], [-2.792, 0.931, 3.891], [1.500, -2.297, -3.866], [-1.911, 0.323, 1.901], [2.042, -1.040, -1.667], [-4.256, 0.445, 3.633], [0.099, -4.775, 2.418], [-2.041, 4.881, 2.719], [-2.983, -1.319, -7.207], [2.667, -6.147, -3.180], [4.404, 3.890, 3.686], [0.989, -1.111, 0.929], [0.154, -1.154, 7.916], [-3.415, 0.118, -7.089], [-2.584, 0.664, -7.535], [2.832, -0.536, 2.290], [1.677, 3.821, -2.029], [4.086, 4.024, 2.325], [2.013, -5.684, 0.308], [-0.355, -5.947, 1.984], [-0.507, 4.371, -0.994], [1.196, 4.170, -3.025], [-0.596, -1.194, 7.126], [1.652, -1.966, 0.800], [-4.735, 0.360, 2.324], [1.187, 3.626, 0.363], [-1.957, -2.882, 6.435], [4.134, 1.883, 2.722], [-2.339, -1.445, -5.869], [0.993, 5.683, -4.436], [0.907, -3.880, -5.197], [4.142, 2.587, 0.508], [0.231, 3.310, 0.780], [-2.371, -1.108, -8.084], [-1.321, 2.877, -3.206]],
  "e_above_lowest_ev": 6.695,
  "total_energy_ha": -2784.87911,
  "orbital_gap_ev": 10.13,
  "lumo_ev": 0.051,
  "smiles": "CCOC(C)=O.O=C1OCCO1.O=C1OCCO1.O=C1OCCO1.O=C1OCCO1.O=C1OCCO1.O=C1OCCO1.CCCC#N.CCCC#N"
}


# 2
{
  "formula": "C30H46O2P2W",
  "method": "ωB97M-V/def2-TZVPD",
  "symbols": ["C", "C", "C", "H", "H", "H", "H", "C", "C", "H", "C", "O", "C", "H", "C", "C", "H", "C", "C", "C", "H", "H", "H", "H", "C", "H", "H", "H", "H", "H", "C", "H", "H", "C", "H", "P", "H", "H", "H", "H", "H", "C", "H", "C", "H", "H", "C", "H", "H", "C", "H", "H", "H", "C", "H", "C", "H", "H", "H", "H", "H", "C", "C", "C", "H", "H", "C", "H", "O", "H", "H", "W", "C", "C", "P", "H", "C", "H", "C", "H", "C"],
  "xyz": [[2.409, 2.654, -1.525], [1.044, -0.095, -5.212], [-0.922, -2.223, 0.044], [-1.375, -1.764, -5.742], [-0.685, 1.913, -7.065], [-2.029, -3.842, -0.838], [-1.721, -0.946, -3.714], [0.415, -2.674, -0.256], [0.578, 4.399, 2.015], [-0.063, 1.141, -3.552], [2.819, -1.799, 0.160], [-0.340, 3.856, -0.564], [0.788, -3.977, -0.884], [-0.132, 2.425, -2.316], [-1.960, -0.049, 1.101], [1.335, -1.649, 0.180], [3.836, -0.259, -1.875], [-1.216, 3.769, 0.334], [-1.648, 3.901, 2.841], [-2.998, 1.766, -2.029], [2.731, 3.016, -2.511], [-0.066, -4.419, -1.414], [2.096, 4.753, 3.498], [1.614, -3.852, -1.600], [-0.763, 4.060, 1.752], [-3.929, 1.189, -1.993], [-1.892, 3.917, 4.984], [-1.754, 0.263, 2.133], [1.504, 0.582, 2.238], [-1.755, -0.820, -7.169], [-1.505, 1.517, -5.118], [-3.033, -2.464, -0.324], [1.240, 4.559, 1.166], [0.161, 4.348, 4.403], [3.164, -2.354, 1.046], [-1.643, 0.669, -1.746], [3.326, -0.825, 0.158], [0.688, -1.474, -6.757], [-2.364, -3.580, 0.867], [3.547, 0.638, -3.380], [-1.040, 3.323, -6.065], [1.479, 1.170, -5.036], [3.271, 2.641, -0.840], [-0.829, -0.896, 0.589], [3.132, -2.369, -0.725], [0.312, 1.510, 1.290], [-0.058, 1.339, -2.486], [1.621, 3.315, -1.122], [-2.693, 3.668, 2.629], [-1.939, 0.261, -5.333], [-1.184, -1.918, -2.326], [1.118, -4.698, -0.120], [2.665, -0.890, -3.049], [0.561, -0.535, 0.672], [-2.092, 0.881, 0.512], [-1.257, -0.763, -6.185], [-2.924, 2.254, -3.001], [-2.913, -0.593, 1.076], [0.927, 3.224, -4.850], [-2.960, -0.008, -5.014], [2.462, 1.395, -4.609], [-1.817, -1.003, -2.628], [-0.632, 2.296, -6.037], [3.067, 0.032, -2.606], [1.435, 2.749, -6.464], [1.422, -0.928, -4.614], [0.259, -0.519, -6.414], [-1.943, 2.131, -4.331], [-2.434, 3.416, 0.230], [0.520, 4.433, 5.426], [-2.826, -1.319, -2.342], [0.114, -0.844, -1.452], [0.846, 2.408, -5.591], [-1.188, 4.044, 4.156], [1.795, 0.976, -1.707], [-2.968, 2.551, -1.232], [-2.153, -3.064, -0.076], [1.902, 1.164, 0.594], [1.097, 0.747, 1.230], [0.385, 0.192, -7.248], [1.044, 4.519, 3.325]],
  "total_charge": 2,
  "e_above_lowest_ev": 4.482,
  "total_energy_ha": -2070.15155,
  "orbital_gap_ev": [4.77, 4.37],
  "lumo_ev": [-8.082, -8.489],
  "multiplicity": 3
}


# 3
{
  "formula": "C30H47BGaO2P2",
  "method": "ωB97M-V/def2-TZVPD",
  "symbols": ["H", "C", "H", "B", "H", "H", "H", "C", "C", "C", "H", "H", "H", "H", "H", "H", "C", "H", "C", "H", "H", "H", "O", "H", "C", "H", "C", "H", "H", "H", "C", "H", "C", "H", "C", "C", "H", "C", "Ga", "H", "H", "H", "H", "C", "C", "H", "H", "H", "H", "H", "H", "C", "H", "H", "H", "H", "H", "C", "C", "H", "C", "C", "C", "C", "C", "H", "H", "H", "H", "O", "C", "C", "C", "C", "C", "P", "C", "H", "H", "C", "P", "H", "H"],
  "xyz": [[1.601, 1.030, -2.544], [1.344, 0.056, -2.119], [-0.397, 2.309, 0.238], [-0.726, -2.476, -0.957], [-0.110, 5.592, 1.740], [-3.253, -1.904, 2.214], [2.188, -0.638, -2.205], [0.359, -3.504, 1.808], [-0.239, 5.860, 0.691], [3.653, -1.934, 0.799], [-0.975, -4.739, 0.678], [0.138, -4.393, -4.496], [3.162, 0.981, 0.048], [0.836, -4.526, -0.778], [1.503, 0.018, 3.790], [-0.511, 7.021, -2.159], [-0.358, -2.339, 4.030], [2.998, -0.041, 2.852], [-0.722, -4.551, -3.858], [2.797, -1.100, 4.255], [-2.546, 1.502, 2.537], [-1.774, 4.255, -1.788], [-1.958, -3.206, -0.817], [2.675, 4.840, -1.881], [-2.946, -4.977, -2.158], [-2.711, 1.507, 0.012], [-0.607, 5.963, -2.406], [-2.188, 0.167, -1.044], [-3.315, -1.907, 0.431], [-2.564, 5.787, -1.493], [1.499, -3.387, 0.910], [3.953, -0.932, 1.116], [0.495, -2.484, 2.806], [-0.585, 1.994, -1.491], [0.704, 6.926, 0.190], [0.741, 5.284, -2.463], [-0.273, -1.338, 4.460], [-1.898, 0.803, -0.201], [0.284, -1.529, 0.839], [-3.498, -6.535, -3.541], [2.451, -3.832, -0.964], [1.021, 7.538, 1.043], [-1.056, 5.925, -3.405], [1.766, -4.295, -0.250], [-1.589, 5.277, -1.430], [-1.412, -2.535, 3.816], [2.643, 7.182, -0.743], [0.489, -0.343, -2.673], [-4.008, -0.536, 1.328], [0.846, 4.543, -3.255], [2.062, 1.645, 1.275], [-2.779, -5.760, -3.310], [0.206, 7.609, -0.501], [-1.600, -4.260, 2.262], [4.422, -2.632, 1.158], [-0.349, -5.510, 2.152], [-1.942, 0.186, 3.573], [-1.991, -4.003, -1.885], [2.185, 1.445, 0.206], [3.661, -1.964, -0.293], [-0.697, -4.561, 1.722], [-1.177, 5.184, 0.015], [-1.670, -5.547, -4.159], [1.979, 6.349, -0.464], [-3.203, -1.275, 1.318], [-3.783, -5.137, -1.490], [-0.792, 1.293, 2.808], [-1.742, 4.444, 0.582], [2.532, 5.781, 0.298], [-0.098, -2.833, -2.213], [2.312, -2.307, 1.355], [2.274, -0.652, 3.398], [-0.578, 1.521, -0.503], [-1.742, 0.769, 2.670], [1.797, 5.447, -1.657], [-1.616, -0.358, 1.215], [1.677, -1.706, 2.514], [-0.038, -3.056, 4.798], [-1.546, -6.166, -5.038], [-0.909, -3.790, -2.704], [0.847, 0.312, -0.366], [2.215, -5.237, 0.093], [2.154, 2.392, -0.344]],
  "total_charge": 1,
  "e_above_lowest_ev": 0.000,
  "total_energy_ha": -3953.96672,
  "orbital_gap_ev": 7.91,
  "lumo_ev": -2.197
}


# 4
{
  "formula": "C30H47Cl2CoN4O7SSi",
  "method": "ωB97M-V/def2-TZVPD",
  "symbols": ["H", "H", "C", "C", "N", "H", "H", "H", "Si", "O", "H", "C", "C", "H", "C", "C", "H", "C", "H", "Cl", "H", "H", "H", "C", "H", "C", "H", "H", "C", "C", "H", "N", "C", "O", "C", "H", "N", "C", "H", "H", "H", "H", "H", "C", "S", "H", "H", "C", "C", "H", "C", "H", "H", "H", "C", "H", "C", "H", "C", "N", "H", "H", "C", "O", "O", "H", "C", "H", "C", "O", "H", "C", "H", "Co", "H", "C", "H", "O", "H", "C", "C", "H", "H", "H", "O", "C", "Cl", "H", "H", "H", "H", "H", "C"],
  "xyz": [[-1.672, 5.568, -5.599], [1.371, -5.780, -0.938], [-0.614, 8.048, -4.540], [3.454, 1.984, -1.206], [0.056, -2.209, 2.766], [-4.326, 3.944, 1.104], [-1.209, -3.512, -3.583], [-2.982, 4.154, -0.014], [1.285, 5.229, -1.078], [0.818, 5.388, -2.700], [5.863, 3.157, -0.559], [3.169, 5.178, -1.278], [0.976, 6.885, -0.155], [-0.325, -4.262, 2.775], [-3.397, 1.481, 1.036], [3.235, 7.287, -4.085], [-0.833, -1.247, 1.160], [-1.451, 5.715, -4.528], [3.969, 2.035, -2.179], [-0.744, 3.419, -1.894], [-0.345, -5.746, -2.746], [-2.163, 8.446, -5.963], [4.436, 1.755, 1.924], [0.133, -2.369, -2.367], [3.699, 4.802, -0.395], [0.642, -2.119, 4.090], [6.052, 1.440, -1.019], [-4.475, 1.676, 0.985], [-0.422, -3.573, -2.831], [1.181, -2.438, -1.477], [-2.837, 4.749, 1.665], [4.227, 1.904, -0.123], [1.632, 8.447, -2.688], [2.195, 2.005, -1.110], [-0.383, 6.744, -4.312], [-1.184, 1.647, 2.368], [-2.706, 2.692, 1.467], [1.957, 7.383, -3.537], [0.951, 6.657, 0.924], [6.130, 1.934, 0.712], [-0.004, 7.295, -0.431], [0.622, 8.519, -2.277], [2.988, 0.922, 1.270], [0.980, 6.256, -3.823], [1.810, -0.845, -1.098], [-3.078, 1.156, 0.031], [-0.420, 4.414, 0.500], [2.612, 9.387, -2.344], [3.888, 9.290, -2.894], [3.463, 6.403, -4.694], [5.654, 2.120, -0.254], [1.103, -3.776, 1.827], [-1.943, 9.717, -4.759], [3.575, 6.174, -1.486], [-1.948, 8.625, -4.899], [-2.401, 6.020, -4.065], [-3.240, 3.962, 1.031], [-0.527, -3.445, 1.190], [0.050, -4.800, -2.357], [0.824, -0.105, -2.218], [2.359, 10.176, -1.630], [0.426, -1.132, 4.496], [-1.620, 2.667, 2.284], [-0.733, -0.089, 2.855], [-0.991, -0.565, -3.588], [-1.141, 4.767, -4.080], [-0.127, -0.958, -2.801], [2.514, -3.610, -0.282], [4.181, 8.285, -3.825], [3.207, -0.774, -1.441], [1.360, 5.583, -4.608], [1.056, -4.829, -1.372], [3.465, 4.552, -2.128], [0.984, 1.980, -2.721], [3.020, 2.714, 1.421], [1.665, -3.637, -0.965], [-3.206, 0.669, 1.749], [-1.128, 3.652, 2.862], [-2.777, 8.200, -4.305], [0.078, -3.495, 2.101], [-0.531, -1.131, 2.218], [5.147, 8.260, -4.330], [1.727, -2.271, 4.045], [1.745, 7.652, -0.309], [1.438, -0.545, 0.271], [0.658, 4.232, 0.381], [2.094, 2.568, -4.488], [1.124, 4.515, 1.356], [0.206, 8.777, -4.533], [0.838, 3.160, 0.217], [0.221, -2.897, 4.735], [4.661, 10.000, -2.598], [3.620, 1.817, 1.199]],
  "total_energy_ha": -4907.88993,
  "orbital_gap_ev": [8.15, 4.78],
  "lumo_ev": [-0.228, -3.594],
  "multiplicity": 5
}


# 5
{
  "formula": "C30H47Cl2N4O6PbS2Si",
  "method": "ωB97M-V/def2-TZVPD",
  "symbols": ["C", "C", "Si", "H", "C", "H", "C", "O", "C", "H", "C", "O", "C", "H", "H", "H", "C", "C", "H", "H", "H", "H", "C", "H", "H", "C", "H", "H", "C", "H", "H", "H", "C", "N", "H", "H", "C", "C", "H", "C", "H", "O", "H", "C", "H", "H", "H", "C", "H", "C", "S", "H", "C", "C", "N", "H", "H", "O", "H", "H", "C", "O", "C", "N", "N", "H", "H", "H", "H", "H", "H", "Cl", "H", "H", "H", "O", "H", "C", "Cl", "H", "C", "S", "H", "H", "C", "C", "Pb", "C", "H", "H", "H", "C", "C"],
  "xyz": [[-2.453, 2.642, 1.779], [-1.874, -0.980, -6.801], [-0.624, -2.823, -5.158], [0.112, 1.552, -7.314], [0.096, 0.101, 4.065], [-4.673, -4.952, -2.455], [0.374, -0.276, 1.656], [-2.051, -2.568, -0.584], [0.621, -3.688, -6.249], [1.396, -2.390, 3.598], [0.089, 3.227, 2.053], [-0.920, -1.235, -5.730], [4.249, 1.731, -2.835], [4.831, 1.985, -3.732], [-5.281, -4.054, -7.707], [-3.764, -5.628, -8.923], [-1.229, -0.045, -9.112], [-2.255, -5.405, -0.952], [-0.581, 0.474, -11.062], [1.159, -2.891, -6.791], [3.309, 1.305, -5.063], [-0.522, 0.369, 1.569], [2.779, 0.567, -4.445], [-1.363, 1.887, -10.218], [3.667, 2.616, -2.532], [-0.777, 4.722, 4.303], [0.265, 1.329, -9.770], [1.707, 0.857, -4.371], [-3.160, -3.127, -0.707], [-0.794, -2.810, -2.773], [1.337, -4.307, -5.677], [-4.113, -2.577, -0.655], [-1.274, 3.323, 2.341], [-3.581, 2.993, 2.402], [1.317, 5.084, 4.694], [-2.488, -4.266, -5.872], [-2.091, -4.256, -8.845], [-0.729, 0.981, -10.089], [-1.483, -4.858, -9.527], [-3.742, -2.597, -7.325], [-2.657, -6.353, -0.572], [-3.724, 3.385, 4.934], [2.847, -0.440, -4.881], [-4.625, -4.927, -1.362], [-1.920, -4.783, -4.286], [0.928, -2.408, -3.333], [0.079, -4.347, -6.944], [-3.389, -4.668, -8.548], [-2.979, -3.309, -4.420], [0.038, -3.031, -3.469], [-3.417, 4.025, 3.662], [4.904, 1.466, -1.999], [1.828, -1.451, 3.214], [1.003, 3.866, 2.907], [-3.341, -4.444, -0.909], [-2.677, -0.446, -6.265], [0.827, 0.418, 4.830], [0.928, -0.766, 0.639], [-0.605, -0.624, 4.519], [-1.402, -5.094, -0.340], [2.903, -0.173, -2.143], [1.931, -0.912, -2.254], [-2.388, -2.260, -7.482], [3.376, 0.613, -3.132], [0.791, -0.477, 2.923], [2.511, -1.048, 3.975], [2.066, 3.784, 2.710], [-1.924, -5.598, -1.986], [-1.535, 2.228, -7.498], [-1.558, -0.958, -9.627], [-4.399, -1.874, -6.846], [0.132, 1.818, -3.070], [-1.143, 1.252, -6.041], [-0.487, 0.969, 3.728], [0.337, -4.076, -3.294], [-4.015, 5.304, 3.386], [3.479, -0.088, -1.201], [-2.171, -3.894, -4.892], [-3.040, 0.129, -3.617], [-0.616, -2.666, -8.655], [-1.600, -3.043, -8.336], [-2.459, 1.507, 0.564], [-5.403, -4.266, -0.985], [0.408, 2.711, 1.144], [0.590, 4.613, 4.026], [-1.658, 4.086, 3.447], [-0.799, -0.498, -2.362], [-4.227, -3.810, -7.828], [2.369, -1.665, 2.291], [-1.173, 5.287, 5.146], [-4.761, -5.940, -0.986], [-1.323, 0.084, -7.774], [-0.954, 1.374, -7.112]],
  "total_charge": -1,
  "e_above_lowest_ev": 1.505,
  "total_energy_ha": -4041.08218,
  "orbital_gap_ev": 6.87,
  "lumo_ev": 2.103
}